Entry a
Entry from the OMol25 dataset: a cluster of 2 separate species, C4H12NO2 in total (the ωB97M-V functional and the def2-TZVPD basis).

The value obtained for the HOMO-LUMO gap is 7.4 eV. As for the net charge: -1. Its highest occupied orbital energy is -3.5 eV.

Geometry (Å):
O1 2.63378 2.50031 1.15777
O2 1.46692 0.70660 -0.26518
N1 -1.39586 0.05389 -0.84265
C1 -0.72833 -0.41195 0.47574
C2 -1.38141 -1.66660 1.01295
C3 -1.80670 -0.93488 -1.91130
C4 0.80994 -0.36480 0.30324
H1 2.12160 1.68737 0.61945
H2 -0.60668 0.41501 -1.37863
H3 -0.85235 -1.90776 1.97973
H4 -2.15078 -0.49590 -2.85909
H5 -0.94482 -2.45413 0.36285
H6 -2.50957 -1.63305 1.16159
H7 -0.83289 0.31088 1.28412
H8 -1.12067 -1.73097 -1.96669
H9 1.16687 -0.58351 1.42218
H10 -2.74133 -1.37154 -1.55955
H11 2.78076 3.26516 0.63749
H12 1.29429 -1.26462 -0.22946

Atomic partial charges in e from the Mulliken method, atoms 1 to 5:
1 O -0.79
2 O -0.83
3 N -0.50
4 C 0.56
5 C -1.35

---

Entry b
Entry from the OMol25 dataset: a structure of composition C4H12NO2 (the ωB97M-V functional and the def2-TZVPD basis).

The value obtained for the HOMO-LUMO gap is 7.6 eV. As for the net charge: -1. Its highest occupied orbital energy is -3.9 eV.

Geometry (Å):
O1 -1.86456 1.35183 2.58737
O2 0.45461 1.87474 2.00672
N1 1.09400 0.02159 -1.40743
C1 -0.68796 -1.79489 -1.61359
C2 1.01628 1.00492 1.08726
C3 0.29243 1.03637 -0.24494
C4 0.65292 -1.32096 -1.04441
H1 2.06971 1.28490 0.94244
H2 -0.76562 0.77255 -0.08958
H3 1.04780 -0.01707 1.50605
H4 0.54730 -1.24248 0.04302
H5 0.33729 0.64199 -1.53571
H6 0.16275 2.09757 -0.48640
H7 -0.49973 -2.03112 -2.66726
H8 -1.38877 -0.98040 -1.43248
H9 1.44245 -2.06588 -1.14248
H10 -0.63437 1.61069 2.19713
H11 -2.10174 0.42767 2.47039
H12 -1.17478 -2.67202 -1.17611

Atomic partial charges in e from the Mulliken method, atoms 1 to 5:
1 O -0.97
2 O -0.65
3 N -0.63
4 C -1.11
5 C -0.47

---

Quick one: most stable of them? entry a

---

Entry a
Entry from the OMol25 dataset: a cluster of 2 separate species, C4H12NO2 in total (the ωB97M-V functional and the def2-TZVPD basis).

The value obtained for the HOMO-LUMO gap is 7.5 eV. As for the net charge: -1. Its highest occupied orbital energy is -3.5 eV.

Geometry (Å):
O1 -1.92527 -3.20956 -0.23950
O2 -0.31740 -1.50798 -1.23067
N1 1.07951 -0.15533 0.72271
C1 -0.31844 0.27542 0.36869
C2 2.11687 0.76428 0.27565
C3 -0.66579 -0.17740 -1.05573
C4 -0.59194 1.70988 0.67510
H1 -1.68152 1.84261 0.65609
H2 -0.13548 2.33663 -0.10075
H3 1.05682 -1.04121 0.15631
H4 -0.28572 2.14750 1.62733
H5 -0.88460 -0.47882 0.94815
H6 -1.76914 -0.06859 -1.13152
H7 -1.43680 -2.48074 -0.74954
H8 2.15934 1.59633 0.98314
H9 -1.27280 -3.53043 0.37481
H10 1.98551 1.23816 -0.71691
H11 3.06350 0.23039 0.21095
H12 -0.17664 0.50887 -1.77430

Atomic partial charges in e from the Mulliken method, atoms 1 to 5:
1 O -0.75
2 O -0.98
3 N -0.56
4 C 0.58
5 C -0.81

---

Entry b
Entry from the OMol25 dataset: a cluster of 2 separate species, C4H12NO2 in total (the ωB97M-V functional and the def2-TZVPD basis).

The value obtained for the HOMO-LUMO gap is 5.8 eV. As for the net charge: -1. Its highest occupied orbital energy is -2.4 eV.

Geometry (Å):
O1 0.46784 -1.28951 1.87551
O2 3.10232 -2.36445 -3.18124
N1 -1.15596 2.42419 0.55475
C1 0.44627 0.79625 -0.48358
C2 -1.39114 0.00172 1.02751
C3 -0.41614 1.13733 0.73690
C4 -0.66207 -1.35456 1.14713
H1 -0.77343 2.88801 -0.26502
H2 -0.89287 3.04616 1.31295
H3 0.23099 1.20387 1.60255
H4 -1.42512 -2.08256 1.53848
H5 -0.52225 -1.71167 0.08787
H6 0.97747 1.66865 -0.86120
H7 2.45613 -2.93178 -3.60447
H8 -1.89692 0.21128 1.98545
H9 -2.19884 0.00056 0.27438
H10 1.14745 0.04986 -0.10620
H11 -0.15640 0.26496 -1.21814
H12 2.66268 -1.95832 -2.42364

Atomic partial charges in e from the Mulliken method, atoms 1 to 5:
1 O -0.88
2 O -0.67
3 N -0.77
4 C -1.45
5 C -0.95

---

Quick one: most stable of them? entry a

---

Entry a
Entry from the OMol25 dataset: an isolated molecule of C5H11NS (the ωB97M-V functional and the def2-TZVPD basis).

The SMILES is C=CNCSCC. The value obtained for the HOMO-LUMO gap is 9.4 eV. As for the net charge: 0. Its highest occupied orbital energy is -8.5 eV.

Geometry (Å):
S1 -0.08681 -0.97622 0.70152
N1 0.39400 2.13371 0.07763
C1 -2.01346 2.16042 -0.31995
C2 0.99844 0.88877 0.55433
C3 0.58548 -2.48216 -1.59967
C4 1.06547 -1.99696 -0.23573
C5 -0.97276 1.91539 0.46197
H1 -1.92624 2.49813 -1.34322
H2 1.30196 -2.80435 0.45914
H3 2.02882 -1.50296 -0.40140
H4 -0.36689 -3.02029 -1.49983
H5 1.20081 -3.20720 -2.12568
H6 -1.14530 1.68846 1.50688
H7 1.89135 0.50748 0.06597
H8 -3.01570 1.96222 0.04503
H9 1.18282 0.99043 1.61955
H10 0.38749 2.11851 -0.94084
H11 0.28991 -1.63642 -2.22621

Atomic partial charges in e from the Mulliken method, atoms 1 to 5:
1 S -0.08
2 N -0.39
3 C -0.78
4 C -0.75
5 C -1.04

---

Entry b
Entry from the OMol25 dataset: a structure of composition C5H11NS (the ωB97M-V functional and the def2-TZVPD basis).

The value obtained for the HOMO-LUMO gap is 9.7 eV. As for the net charge: 0. Its highest occupied orbital energy is -9.0 eV.

Geometry (Å):
S1 -2.90574 0.80982 -0.66495
N1 -0.22418 -1.50363 -0.69952
C1 -1.79487 0.07369 0.69517
C2 1.89326 0.86708 -0.73027
C3 0.64235 0.88171 0.15847
C4 0.24568 -1.48062 0.63052
C5 -0.33419 -0.29595 0.20765
H1 0.37801 -0.94708 -1.35918
H2 -0.01007 1.86632 0.04154
H3 -2.34831 -0.73101 1.38141
H4 -0.29698 -2.27365 1.10512
H5 2.17604 -0.49760 -0.68781
H6 2.76965 1.59966 0.04918
H7 -2.41736 0.05870 -1.82232
H8 1.75784 1.08364 -1.89478
H9 1.05340 1.06789 1.28278
H10 1.24198 -1.61798 0.86782
H11 -1.82651 1.03901 1.43917

Atomic partial charges in e from the Mulliken method, atoms 1 to 5:
1 S -0.25
2 N -0.58
3 C -0.73
4 C -0.96
5 C -0.47

---

Quick one: most stable of them? entry a

---

Entry a
Entry from the OMol25 dataset: a cluster of 2 separate species, C7H10N3S in total (the ωB97M-V functional and the def2-TZVPD basis).

The value obtained for the HOMO-LUMO gap is 7.9 eV. As for the net charge: +1. Its highest occupied orbital energy is -12.0 eV.

Geometry (Å):
S1 0.37378 1.69037 -1.83785
N1 2.21058 -1.64732 -1.33547
N2 -2.73456 0.74943 2.04453
N3 0.49289 -0.11963 0.13268
C1 0.32142 -0.74782 1.36073
C2 -2.09797 1.03286 1.10467
C3 -1.40292 1.59537 0.15739
C4 0.07748 -0.15972 2.54328
C5 -0.19869 0.92823 -0.34948
C6 -1.74587 2.60973 -0.72636
C7 -0.98986 2.80212 -1.78384
H1 -3.31534 0.01242 2.25566
H2 2.84328 -1.96167 -0.59750
H3 -0.06383 0.90056 2.52704
H4 -2.52205 3.34376 -0.47001
H5 0.27001 -0.54922 3.54981
H6 0.52588 -1.75873 1.26409
H7 2.80851 -1.45853 -2.05938
H8 -1.03151 3.64421 -2.50534
H9 1.12528 -0.65475 -0.49258
H10 1.65871 -2.38834 -1.63343

Atomic partial charges in e from the Mulliken method, atoms 1 to 5:
1 S -0.12
2 N -0.89
3 N -0.29
4 N -0.02
5 C -0.08

---

Entry b
Entry from the OMol25 dataset: the ion C7H10N3S with charge +1 (the ωB97M-V functional and the def2-TZVPD basis).

The value obtained for the HOMO-LUMO gap is 7.2 eV. As for the net charge: +1. Its highest occupied orbital energy is -12.2 eV.

Geometry (Å):
S1 -1.54848 0.17145 -1.47141
N1 1.94437 -0.63440 -0.64062
N2 1.79795 1.73561 -0.23530
N3 2.90840 -1.50220 -0.55163
C1 3.81418 0.41650 -0.08535
C2 -3.41270 -1.34973 -0.09707
C3 -2.22663 -0.47793 0.21018
C4 0.53386 2.08170 -0.74230
C5 4.09406 -0.93131 -0.24772
C6 -0.40129 1.18589 -1.04280
C7 2.44516 0.52663 -0.31648
H1 -2.36942 0.25748 0.95732
H2 0.16957 3.15435 -0.63581
H3 -4.29318 -0.61730 -0.11176
H4 4.32142 1.29644 0.08018
H5 -3.51199 -2.02385 0.64743
H6 4.93031 -1.58054 -0.03582
H7 -3.33139 -1.93063 -0.99388
H8 2.55011 2.43709 -0.18696
H9 2.63927 -2.50894 -0.75114
H10 -1.19129 -0.98726 0.46698

Atomic partial charges in e from the Mulliken method, atoms 1 to 5:
1 S -0.04
2 N -0.44
3 N -0.14
4 N -0.05
5 C -0.67

---

Quick one: most stable of them? entry a

---

Entry a
Entry from the OMol25 dataset: a cluster of 3 separate species, C3H10NO4 in total (the ωB97M-V functional and the def2-TZVPD basis).

The value obtained for the HOMO-LUMO gap is 6.2 eV. As for the net charge: +1. Its highest occupied orbital energy is -13.2 eV.

Geometry (Å):
O1 -1.48791 -0.41489 1.86563
O2 0.01904 2.23975 0.73946
O3 -0.59960 2.14832 -1.40228
O4 -0.70047 -0.77494 -2.07690
N1 1.10633 -0.09882 0.84583
C1 -0.04560 1.66579 -0.30471
C2 0.39332 -0.82623 -1.26895
C3 0.58352 0.33280 -0.40871
H1 -2.09746 -1.12601 1.64040
H2 -0.59120 3.11535 -1.37649
H3 1.80193 -0.81700 0.76482
H4 0.25999 -1.70858 -0.48264
H5 -1.80736 -0.06879 2.70804
H6 -0.63306 -0.17861 -2.83207
H7 0.88715 -2.44719 0.54754
H8 1.27028 0.68426 1.47231
H9 0.30618 -0.65179 1.33456
H10 1.33492 -1.07342 -1.76585

Atomic partial charges in e from the Mulliken method, atoms 1 to 5:
1 O -0.60
2 O -0.53
3 O -0.43
4 O -0.47
5 N -0.27

---

Entry b
Entry from the OMol25 dataset: a cluster of 2 separate species, C3H10NO4 in total (the ωB97M-V functional and the def2-TZVPD basis).

The value obtained for the HOMO-LUMO gap is 11.6 eV. As for the net charge: +1. Its highest occupied orbital energy is -14.8 eV.

Geometry (Å):
O1 -0.70495 -1.72991 -1.84417
O2 -1.72047 1.64280 1.94292
O3 2.88008 0.16589 -0.06414
O4 1.01584 1.43437 0.58335
N1 -0.64575 -0.43528 0.45084
C1 0.70343 -0.81894 -0.25901
C2 1.74199 0.38237 0.06013
C3 0.26483 -0.72501 -1.72065
H1 -2.41754 1.29291 2.44139
H2 -0.54612 -0.71906 1.38528
H3 -0.27988 0.24105 -1.99051
H4 -1.72744 2.64412 1.87100
H5 1.75420 1.99457 1.00480
H6 -0.92549 0.55290 0.60624
H7 1.27167 -0.69521 -2.45295
H8 0.97105 -1.91450 -0.00976
H9 -1.53669 -0.79641 0.03733
H10 -0.09876 -2.51669 -2.04208

Atomic partial charges in e from the Mulliken method, atoms 1 to 5:
1 O -0.49
2 O -0.64
3 O -0.40
4 O -0.42
5 N -0.42

---

Entry c
Entry from the OMol25 dataset: a cluster of 2 separate species, C3H10NO4 in total (the ωB97M-V functional and the def2-TZVPD basis).

The value obtained for the HOMO-LUMO gap is 11.1 eV. As for the net charge: +1. Its highest occupied orbital energy is -14.5 eV.

Geometry (Å):
O1 -0.86750 -1.69866 -0.63381
O2 -1.44010 0.92458 -2.10992
O3 0.72450 -2.67719 0.43532
O4 0.86359 1.42369 2.07814
N1 0.94928 0.59345 -0.74353
C1 0.78973 -0.33183 0.53950
C2 0.03959 0.45065 1.57983
C3 0.12515 -1.69480 0.19361
H1 -1.39927 0.46641 -2.98987
H2 1.96645 -0.44282 0.91822
H3 -1.58242 -2.45799 -0.70187
H4 1.06053 1.05147 2.97982
H5 0.49744 1.41412 -0.36836
H6 -0.96285 0.81190 1.20045
H7 0.24305 0.24595 -1.52411
H8 1.90655 0.92325 -1.14032
H9 -2.41834 1.06943 -2.10574
H10 -0.49539 -0.07161 2.39266

Atomic partial charges in e from the Mulliken method, atoms 1 to 5:
1 O -0.47
2 O -0.65
3 O -0.45
4 O -0.48
5 N -0.34

---

Quick one: most stable of them? entry b

---

Entry a
Entry from the OMol25 dataset: an isolated molecule of C4H8N2S2 (the ωB97M-V functional and the def2-TZVPD basis).

The SMILES is C/C(=C/N)C(=S)NS. The value obtained for the HOMO-LUMO gap is 8.4 eV. As for the net charge: 0. Its highest occupied orbital energy is -8.1 eV.

Geometry (Å):
S1 1.03778 -1.73318 -0.95767
S2 -2.80102 -1.00404 0.32278
N1 -0.33525 -1.83876 0.13438
N2 1.43455 0.01732 1.34040
C1 0.60026 0.77986 0.55684
C2 -0.41828 0.47217 -0.19187
C3 -0.95269 1.54161 -1.22814
C4 -1.15878 -0.77416 0.11112
H1 1.97813 -1.38058 -0.15033
H2 -0.77704 1.19892 -2.27619
H3 -0.85438 -2.70178 0.26705
H4 1.16593 -0.84452 1.98020
H5 -1.99795 1.56660 -0.95635
H6 -0.35787 2.51553 -1.09498
H7 1.29543 1.61808 0.32768
H8 2.14118 0.56693 1.81509

Atomic partial charges in e from the Mulliken method, atoms 1 to 5:
1 S -0.12
2 S -0.31
3 N -0.28
4 N -0.53
5 C -0.23

---

Entry b
Entry from the OMol25 dataset: a structure of composition C4H8N2S2 (the ωB97M-V functional and the def2-TZVPD basis).

The value obtained for the HOMO-LUMO gap (spin up / spin down) is 6.7 / 7.0 eV. As for the net charge: 0. Its highest occupied orbital energy (spin up / spin down) is -7.6 / -7.7 eV.

Geometry (Å):
S1 -1.97294 0.42733 2.04935
S2 -2.70707 2.16031 1.40078
N1 -0.99543 2.66932 0.00833
N2 1.63708 0.98284 1.48463
C1 -0.47186 -0.80892 -1.21342
C2 -0.13248 1.87757 0.17305
C3 0.53467 -0.50483 -0.12602
C4 0.64323 0.81153 0.53491
H1 1.65298 -0.83627 -0.47151
H2 2.02772 0.21170 1.95574
H3 -0.38465 -1.87309 -1.71629
H4 1.33216 1.79303 2.04315
H5 -2.82098 1.94574 0.05963
H6 -1.43971 -0.60616 -0.74048
H7 0.36165 -1.15361 0.65830
H8 -0.42066 -0.01405 -1.89422

Atomic partial charges in e from the Mulliken method, atoms 1 to 5:
1 S -0.27
2 S -0.05
3 N -0.70
4 N -0.55
5 C -1.15

---

Quick one: most stable of them? entry a